[1]
The following is a quantum chemistry calculation of a structure of composition C29H84N4O13 in a non-equilibrium geometry, from OMol25.

Each line ends with the Löwdin charge.
Positions of all 130 atoms, in Å:
O  -11.6913  15.1224  16.2308  -0.05
H  -11.0227  14.9416  15.5701  -0.01
H  -11.2317  15.0396  17.0663  0.06
O  -10.2737  13.3931  15.4264  -0.07
H  -9.5116  13.7408  14.9633  -0.13
H  -10.2320  12.4478  15.2815  0.07
C  -14.6519  17.9106  10.9670  -0.75
O  -14.3780  17.8539  9.8042  0.03
N  -13.7390  17.4982  11.7948  0.09
N  -15.6202  18.4535  11.6138  0.21
H  -12.8970  17.1018  11.4024  -0.12
H  -13.8614  17.5656  12.7951  0.07
H  -15.4462  18.5906  12.5992  -0.11
H  -16.4332  18.8211  11.1405  0.11
C  -12.5733  11.7372  14.1643  -0.68
O  -13.6129  11.6635  14.7887  0.10
N  -11.8804  10.7566  13.6936  0.21
N  -12.0333  12.7858  13.7827  0.09
H  -10.9624  10.9730  13.3322  0.11
H  -12.0694  9.8177  14.0142  0.14
H  -11.3453  12.8090  13.0436  0.09
H  -12.4473  13.6306  14.1501  0.05
C  -14.8821  13.5931  15.7161  -0.04
C  -15.5514  13.3589  14.3518  -0.42
C  -15.0885  14.2907  13.2120  -0.02
O  -15.4468  11.9847  14.0198  -0.07
H  -15.2059  14.5037  16.2202  0.05
H  -13.8258  13.7796  15.5225  0.05
H  -15.0141  12.7779  16.4275  0.09
H  -16.6209  13.5254  14.4812  0.13
H  -15.3306  13.7496  12.2972  0.08
H  -14.0116  14.4525  13.1642  0.03
H  -15.6750  15.2021  13.0954  0.08
H  -14.5544  11.6552  14.1490  -0.16
C  -12.0471  19.4117  10.6721  0.00
C  -10.5959  18.9590  10.4317  -0.37
C  -9.5545  20.0574  10.8484  0.00
O  -10.4270  17.7990  11.2151  -0.17
H  -12.3279  20.1550  9.9260  0.11
H  -12.2022  19.8976  11.6354  0.08
H  -12.6968  18.5573  10.4820  0.04
H  -10.4558  18.6307  9.4018  0.13
H  -9.6571  20.7538  10.0161  0.09
H  -8.5732  19.6717  11.1246  0.09
H  -9.9881  20.5036  11.7433  0.03
H  -9.5445  17.5167  10.9641  0.13
C  -9.9024  21.3368  15.2475  -0.05
C  -10.8012  21.0937  14.0160  -0.35
C  -11.0193  19.5483  13.7098  -0.12
O  -12.0843  21.7452  14.2794  -0.06
H  -10.4058  21.3050  16.2137  0.10
H  -9.3228  22.2599  15.2354  0.08
H  -9.0676  20.6465  15.1264  0.01
H  -10.3254  21.5641  13.1555  0.12
H  -10.1573  19.3245  13.0813  0.06
H  -11.9298  19.3211  13.1554  0.08
H  -10.9755  18.9287  14.6054  0.06
H  -11.9729  22.6976  14.3249  0.08
C  -8.0346  15.3153  12.5188  -0.02
C  -8.5768  14.0810  13.2856  -0.38
C  -7.9748  12.6940  12.8265  0.00
O  -8.3912  14.2586  14.6913  -0.02
H  -6.9450  15.3398  12.5087  0.09
H  -8.2705  16.3315  12.8348  0.05
H  -8.3088  15.2199  11.4681  0.09
H  -9.6548  13.9409  13.2058  0.10
H  -6.8998  12.7976  12.9735  0.08
H  -8.0871  12.5976  11.7466  0.09
H  -8.3033  11.8106  13.3741  0.08
H  -7.6935  13.6666  14.9818  0.14
C  -6.7584  17.5049  16.3339  -0.03
C  -7.7069  17.5380  15.0628  -0.41
C  -8.7952  18.6215  15.1341  -0.06
O  -6.9191  17.6895  13.8571  -0.08
H  -7.4375  17.3084  17.1636  0.07
H  -6.3163  18.4828  16.5242  0.08
H  -6.0845  16.6505  16.3974  0.07
H  -8.1779  16.5720  14.8804  0.08
H  -8.4482  19.6510  15.2222  0.05
H  -9.4339  18.4567  16.0019  0.13
H  -9.3517  18.6225  14.1969  0.02
H  -6.3243  16.9432  13.7525  0.07
C  -13.3959  11.4492  10.4804  -0.02
C  -12.3742  12.4545  9.8834  -0.40
C  -11.9886  13.5984  10.8770  -0.04
O  -11.1332  11.8177  9.6105  -0.06
H  -12.9633  10.8863  11.3076  0.06
H  -13.5844  10.6838  9.7277  0.08
H  -14.3381  11.8663  10.8360  0.08
H  -12.7710  12.8646  8.9547  0.13
H  -12.9484  14.0804  11.0625  0.10
H  -11.2376  14.3312  10.5819  0.06
H  -11.6854  13.1304  11.8136  0.05
H  -11.1385  10.8731  9.7818  0.08
C  -10.6736  16.1286  7.7450  -0.03
C  -11.6329  15.4893  8.7774  -0.47
C  -11.7804  16.2588  10.0209  -0.10
O  -12.8816  15.2255  8.1558  -0.01
H  -10.6119  15.4916  6.8627  0.08
H  -9.6632  16.2324  8.1405  0.07
H  -11.0042  17.1610  7.6310  0.07
H  -11.1441  14.5698  9.0994  0.10
H  -12.4455  15.8127  10.7603  0.10
H  -12.2517  17.2260  9.8463  0.09
H  -10.7730  16.4445  10.3935  0.10
H  -13.4154  16.0045  8.3284  0.08
C  -10.5594  17.0289  13.8923  -0.07
C  -11.2188  16.0821  12.8349  -0.26
C  -12.0664  14.9910  13.5935  -0.11
O  -12.1684  16.8323  12.1114  -0.22
H  -10.3255  18.0275  13.5232  0.00
H  -9.6567  16.5174  14.2265  0.06
H  -11.3116  17.1209  14.6757  0.06
H  -10.4905  15.5300  12.2409  0.10
H  -12.7461  15.3994  14.3412  0.10
H  -11.3125  14.3395  14.0355  0.05
H  -12.5945  14.4571  12.8034  0.05
H  -11.7230  17.6301  11.8169  0.04
C  -13.2642  17.9154  14.8269  -0.01
C  -14.6528  17.4420  14.4041  -0.46
C  -15.6932  17.1656  15.4350  0.00
O  -15.0838  18.5290  13.7053  -0.02
H  -12.7876  17.1114  15.3878  0.08
H  -13.1805  18.8610  15.3626  0.12
H  -12.7209  17.9963  13.8854  0.05
H  -14.7010  16.6503  13.6564  0.11
H  -15.5049  16.1536  15.7934  0.05
H  -16.6960  17.1438  15.0082  0.10
H  -15.7691  17.9548  16.1829  0.09
H  -14.8100  19.2460  14.2820  0.15

Output
strongest force on any atom = 0.353 Eh/bohr
total charge = 0
LUMO energy = -0.3 eV
ΔE to the lowest compared entry with this formula, charge and spin = 2725.82 kJ/mol
electronic energy = -63986.8706 eV
frontier orbital gap = 7.604 eV


[2]
The following is a quantum chemistry calculation of a cluster of 13 separate species, C29H84N4O13 in total in a non-equilibrium geometry, from OMol25.

Each line ends with the Löwdin charge.
Positions of all 130 atoms, in Å:
C  1.2153  4.4030  -0.5998  -0.17
O  2.3708  5.1674  -0.5546  -0.10
H  1.3504  3.6144  0.1189  0.04
H  1.0722  3.8674  -1.5296  0.05
H  0.3742  5.1095  -0.5337  0.08
H  2.9227  4.8921  -1.2726  0.02
C  -0.5082  2.5404  -3.7087  -0.10
O  -0.6910  3.8259  -3.0121  -0.16
H  -1.4852  2.1972  -3.9039  0.05
H  0.0367  1.8267  -3.1876  0.02
H  0.0302  2.6515  -4.7186  0.12
H  -1.2883  4.3688  -3.5865  0.11
C  3.1604  2.8534  -3.3118  -0.13
O  3.4912  4.1357  -2.8600  -0.09
H  2.3681  2.4088  -2.7223  0.06
H  3.9799  2.1485  -3.2059  0.08
H  2.8404  2.9427  -4.3108  0.07
H  4.2400  4.4618  -3.3187  0.08
C  -4.0880  -0.2795  4.3811  -0.70
O  -5.1719  -1.0999  4.4352  -0.11
N  -3.4502  0.0092  5.4330  0.15
N  -3.6460  0.3177  3.3545  0.19
H  -3.8905  -0.3859  6.2677  0.13
H  -2.4546  0.3246  5.4109  0.06
H  -4.0679  0.1555  2.4356  0.08
H  -2.6343  0.5748  3.2726  0.08
C  -0.5082  0.9797  4.2186  -0.57
O  0.4365  -0.0415  3.9834  -0.12
N  -0.9829  1.2123  5.4304  0.10
N  -1.2229  1.5492  3.3313  0.15
H  -0.4105  0.7564  6.1715  0.15
H  -1.6945  1.9720  5.7299  0.18
H  -1.0534  1.2907  2.3335  0.11
H  -1.9408  2.2178  3.5570  0.13
C  -4.0694  -1.0410  -1.1659  -0.01
C  -4.6553  -0.5893  0.1422  -0.59
C  -4.3349  -1.7428  1.1322  -0.01
O  -4.1957  0.4951  0.4731  0.03
H  -3.0188  -1.3284  -1.0041  0.07
H  -4.0344  -0.2645  -1.8715  0.06
H  -4.5913  -1.8650  -1.5443  0.08
H  -5.6561  -0.4141  0.1821  0.13
H  -4.4298  -2.6907  0.7072  0.07
H  -4.9834  -1.5736  1.9697  0.07
H  -3.3311  -1.8074  1.4748  0.07
H  -4.3178  1.0738  -0.2127  0.07
C  3.3143  -0.7259  -1.9409  -0.02
C  3.2398  -2.1180  -2.4448  -0.65
C  4.1899  -3.1316  -1.8275  -0.02
O  2.0927  -2.5862  -2.2770  0.00
H  2.6589  -0.1083  -2.5923  0.08
H  4.2872  -0.3310  -2.1297  0.08
H  3.0720  -0.4972  -0.8613  0.08
H  3.5551  -2.0711  -3.4817  0.14
H  5.1980  -2.8137  -1.8199  0.07
H  4.1563  -4.1315  -2.2745  0.09
H  3.8531  -3.3850  -0.7936  0.07
H  2.1647  -3.4777  -2.6700  0.13
C  -0.0467  0.6661  -0.8438  0.00
C  -0.4948  -0.2682  0.2133  -0.63
C  0.6341  -0.8196  1.0240  -0.02
O  -1.3633  0.2369  0.9079  0.03
H  0.8859  0.3494  -1.1502  0.04
H  0.0728  1.6597  -0.3809  0.09
H  -0.7651  0.6726  -1.6357  0.06
H  -0.9584  -1.1004  -0.2732  0.11
H  1.5430  -1.0451  0.4427  0.08
H  0.4391  -1.6558  1.6243  0.06
H  1.0517  -0.1366  1.7118  0.04
H  -2.2026  -0.0028  0.5304  0.09
C  2.8389  -3.6521  1.8075  -0.03
C  2.9920  -2.8865  3.1317  -0.67
C  4.3792  -3.2176  3.6882  -0.04
O  2.8369  -1.6611  3.1174  0.02
H  3.0661  -4.6584  1.8877  0.06
H  3.5578  -3.1673  1.1463  0.07
H  1.8395  -3.3832  1.3914  0.06
H  2.2135  -3.3434  3.7285  0.14
H  5.0634  -2.5579  3.1449  0.08
H  4.6795  -4.2634  3.4084  0.09
H  4.5031  -3.0325  4.7659  0.08
H  1.9901  -1.3859  3.5482  0.11
C  -0.3345  -5.1648  -1.6388  -0.01
C  -0.2618  -4.4230  -0.3337  -0.66
C  -1.6263  -3.8347  -0.0025  -0.05
O  0.0016  -5.1418  0.6347  0.02
H  -0.1141  -4.4852  -2.4883  0.07
H  -1.3323  -5.5202  -1.7193  0.07
H  0.4023  -5.9493  -1.5758  0.08
H  0.4777  -3.5478  -0.3620  0.14
H  -1.4817  -3.1099  0.8504  0.09
H  -2.3384  -4.5108  0.3689  0.07
H  -2.0375  -3.1867  -0.7950  0.06
H  0.1072  -4.6831  1.4763  0.12
C  3.1672  1.5471  0.8037  -0.04
C  3.3393  2.5715  1.8411  -0.65
C  2.2295  2.3856  2.8995  -0.03
O  4.4654  2.5823  2.4017  0.05
H  3.3823  0.5718  1.2171  0.09
H  3.8110  1.8285  0.0292  0.08
H  2.0830  1.6551  0.5999  0.07
H  3.1910  3.6181  1.4927  0.15
H  2.2388  3.1073  3.6728  0.07
H  2.2598  1.3839  3.2828  0.06
H  1.2363  2.5792  2.4080  0.08
H  4.6552  1.7180  2.7398  0.11
C  -1.9620  -0.5221  -3.9107  -0.05
C  -0.8410  -1.4115  -3.5728  -0.70
C  -0.5573  -2.3646  -4.6715  -0.03
O  0.2336  -0.8395  -3.3606  0.02
H  -1.8022  0.1284  -4.8164  0.10
H  -2.2560  0.1160  -3.0668  0.05
H  -2.9123  -1.0475  -4.1917  0.10
H  -1.1663  -1.9327  -2.6547  0.14
H  -1.4683  -2.9456  -5.0849  0.13
H  0.1138  -3.1310  -4.3048  0.06
H  -0.0758  -1.8137  -5.3837  0.06
H  0.8867  -1.5394  -3.3151  0.07
C  -2.5038  3.4258  0.7575  -0.04
C  -3.2636  3.6289  -0.5284  -0.59
C  -2.8107  5.0198  -1.1116  -0.06
O  -3.0370  2.7857  -1.4383  -0.01
H  -1.4651  3.1315  0.5253  0.08
H  -2.9492  2.6052  1.3952  0.08
H  -2.3859  4.3320  1.3001  0.07
H  -4.4361  3.7510  -0.5013  0.18
H  -3.2278  5.7879  -0.4508  0.07
H  -3.2676  5.2719  -2.0495  0.07
H  -1.7328  5.3167  -1.0921  0.07
H  -2.2534  3.0661  -1.9105  0.06

Output
strongest force on any atom = 0.233 Eh/bohr
total charge = 0
LUMO energy = 0.3 eV
ΔE to the lowest compared entry with this formula, charge and spin = 1388.34 kJ/mol
electronic energy = -64000.7326 eV
frontier orbital gap = 9.000 eV